Molecular formula: C5H11N2
Method: DFT, the ωB97M-V functional and the def2-TZVPD basis

Largest force on an atom (Eh/bohr): 0.0922
Electronic energy (eV): -8336.1577
ΔE to the lowest compared entry with this formula, charge and spin (eV): 0.961
Kohn-Sham gap (eV): 9.739
Structure (SMILES): C=C(C)CC(N)=[NH2+]
E_LUMO (eV): -3.63
Total charge: +1
Multiplicity: 1

CARTESIAN COORDINATES (ANGSTROEM)
C1 0.34202 -0.52031 1.73705
C2 -0.50621 0.08941 0.97007
C3 -1.96472 0.20933 1.12491
C4 -0.07194 0.74578 -0.36832
C5 0.78820 -0.16376 -1.22217
N1 0.39045 -1.36277 -1.77421
N2 1.95730 0.26777 -1.57180
H1 1.38817 -0.79569 1.63381
H2 -0.03153 -1.00342 2.55980
H3 -2.39322 -0.68788 0.61119
H4 -2.40983 0.87417 0.53820
H5 -2.33536 0.16961 2.13095
H6 0.47121 1.62568 0.07903
H7 -0.93160 1.04421 -0.90199
H8 -0.62290 -1.57428 -1.75856
H9 1.04172 -1.71007 -2.45254
H10 2.46598 1.10071 -1.25374
H11 2.49842 -0.37505 -2.12705

Molecular formula: C27H19F12NO5PtS
Method: DFT, the ωB97M-V functional and the def2-TZVPD basis

Largest force on an atom (Eh/bohr): 0.0118
Electronic energy (eV): -86729.0485
Kohn-Sham gap (spin up / spin down) (eV): 4.853 / 5.405
E_LUMO (spin up / spin down) (eV): 4.12 / 4.12
Total charge: -2
Multiplicity: 3

CARTESIAN COORDINATES (ANGSTROEM)
Pt1 -0.32590 -0.93322 0.67524
C1 -4.02900 -4.33465 -4.30337
C2 -3.28680 -3.29204 -3.51303
C3 -3.71910 -1.97505 -3.42207
C4 -3.05132 -1.05699 -2.64223
C5 -1.88119 -1.37174 -1.90245
N1 -1.30056 -0.43033 -1.10901
C6 -1.70991 0.89792 -1.19436
C7 -1.45530 1.58779 -2.39112
C8 -1.77360 2.91791 -2.55936
C9 -2.36044 3.63265 -1.51976
C10 -2.68378 5.09701 -1.64984
C11 -2.61018 2.95721 -0.33488
C12 -2.30550 1.60781 -0.13372
C13 -2.65004 0.93764 1.22885
O1 -2.25800 -0.33538 1.42454
C14 -2.04086 1.78991 2.39449
F1 -0.72817 1.97645 2.19894
F2 -2.58147 3.03137 2.56050
F3 -2.18264 1.17989 3.57839
C15 -4.20597 0.91790 1.36722
F4 -4.74349 0.19091 0.37829
F5 -4.81507 2.13428 1.31581
F6 -4.60381 0.36613 2.52635
C16 -1.41444 -2.72133 -2.01786
C17 -2.14519 -3.61712 -2.79160
C18 -0.13688 -3.22562 -1.29870
O2 0.59183 -2.28989 -0.66524
C19 -0.52531 -4.34668 -0.28002
F7 -0.91834 -5.51992 -0.85676
F8 0.48722 -4.66138 0.53355
F9 -1.54725 -3.95165 0.49282
C20 0.86907 -3.81199 -2.34754
F10 1.22181 -2.86307 -3.22649
F11 1.99648 -4.24241 -1.75898
F12 0.43453 -4.86378 -3.09340
H1 -4.53535 -3.89633 -5.16735
H2 -4.79113 -4.84910 -3.70844
H3 -3.34625 -5.10102 -4.67707
H4 -4.61512 -1.65782 -3.94976
H5 -3.45601 -0.05804 -2.55911
H6 -0.98699 1.02457 -3.18828
H7 -1.55498 3.40970 -3.50301
H8 -2.76174 5.39312 -2.69789
H9 -1.91574 5.72473 -1.18926
H10 -3.63056 5.33839 -1.16177
H11 -3.07620 3.51072 0.46681
H12 -1.80403 -4.64124 -2.83860
C21 3.88158 2.41060 7.00937
C22 3.42980 1.51617 5.88607
C23 2.89918 0.25404 6.13552
C24 2.47544 -0.56265 5.09953
C25 2.57700 -0.12191 3.78818
C26 3.09729 1.13440 3.52024
C27 3.52153 1.94209 4.56596
S1 2.03294 -1.16280 2.45673
O3 0.60881 -1.43260 2.76410
O4 2.88549 -2.32419 2.48992
O5 2.10158 -0.33766 1.25327
H13 3.73415 1.93365 7.97877
H14 3.32494 3.34995 7.01315
H15 4.94082 2.66035 6.91689
H16 2.80902 -0.09066 7.16026
H17 2.05454 -1.53776 5.30313
H18 3.14554 1.46750 2.49325
H19 3.92142 2.92765 4.35018

Molecular formula: C3H7NO2
Method: DFT, the ωB97M-V functional and the def2-TZVPD basis

Largest force on an atom (Eh/bohr): 0.0917
Electronic energy (eV): -8805.7940
ΔE to the lowest compared entry with this formula, charge and spin (eV): 4.735
Kohn-Sham gap (eV): 8.888
Structure (SMILES): CC/C(O)=N/O
E_LUMO (eV): 0.91
Multiplicity: 1

CARTESIAN COORDINATES (ANGSTROEM)
C1 0.86990 -0.49867 -1.12552
C2 -0.81964 -1.00802 -0.53084
C3 -0.43693 -0.07527 0.51130
O1 0.19987 -0.55742 1.61110
N1 -0.54434 1.21827 0.25374
O2 -0.39191 1.98533 1.43701
H1 0.69499 0.26304 -1.87366
H2 1.13104 -1.45358 -1.56997
H3 1.76983 -0.28353 -0.55468
H4 -0.72377 -2.05294 -0.27411
H5 -1.57356 -0.61620 -1.20421
H6 0.43936 0.20002 2.17096
H7 -0.61483 2.87896 1.14889

Molecular formula: C6H15N2P
Method: DFT, the ωB97M-V functional and the def2-TZVPD basis

Largest force on an atom (Eh/bohr): 0.1130
Electronic energy (eV): -18730.5191
ΔE to the lowest compared entry with this formula, charge and spin (eV): 2.229
Kohn-Sham gap (eV): 8.916
Structure (SMILES): C/C=N\P1(C)(C)CN1C
E_LUMO (eV): 0.95
Multiplicity: 1

CARTESIAN COORDINATES (ANGSTROEM)
C1 -2.72139 -0.36196 0.38591
C2 -2.11386 0.51662 1.28626
N1 -0.92031 0.74873 1.46952
P1 0.38316 0.15405 0.44866
C3 1.77957 0.41052 1.50967
C4 0.67096 1.86284 -0.25405
C5 0.40762 -1.69986 0.05888
N2 0.42060 -0.72005 -0.99552
C6 0.80265 -0.77858 -2.42658
H1 -3.44253 0.31089 -0.21263
H2 -3.36358 -1.12466 0.75267
H3 -1.99806 -0.73253 -0.26593
H4 -2.75838 1.15786 2.06976
H5 1.85761 -0.37475 2.29602
H6 2.66062 0.22585 0.89724
H7 1.70744 1.36568 2.06294
H8 1.68097 1.57206 -0.66455
H9 0.16167 2.29791 -1.04779
H10 0.85931 2.51520 0.64995
H11 -0.33018 -2.49981 0.16212
H12 1.32690 -2.29613 0.18098
H13 0.06116 -1.25536 -3.07827
H14 1.08645 0.12425 -2.87031
H15 1.78159 -1.41877 -2.41495

Molecular formula: C4H11NS
Method: DFT, the ωB97M-V functional and the def2-TZVPD basis

Largest force on an atom (Eh/bohr): 0.0211
Electronic energy (eV): -16650.0509
ΔE to the lowest compared entry with this formula, charge and spin (eV): 1.742
Kohn-Sham gap (eV): 9.324
Structure (SMILES): C=NC.CSC
E_LUMO (eV): 0.96
Multiplicity: 1

CARTESIAN COORDINATES (ANGSTROEM)
C1 -1.01877 1.42081 3.43428
N1 -1.04449 1.24911 2.18085
C2 -1.06571 2.51857 1.41388
H1 -1.43225 0.68862 4.11239
H2 -0.65384 2.38736 3.80059
H3 -1.60013 2.25958 0.50238
H4 -0.07571 2.89805 1.16670
H5 -1.69810 3.24769 1.91625
C3 0.12266 -1.16637 -2.93555
S1 0.34791 -2.86861 -2.32834
C4 1.74033 -2.55463 -1.20536
H6 0.88084 -0.96474 -3.69309
H7 0.36856 -0.48314 -2.12662
H8 -0.87371 -1.00339 -3.33035
H9 2.64556 -2.45835 -1.79369
H10 1.54755 -1.72923 -0.53730
H11 1.80930 -3.44134 -0.57702

Molecular formula: C4H7N
Method: DFT, the ωB97M-V functional and the def2-TZVPD basis

Largest force on an atom (Eh/bohr): 0.1090
Electronic energy (eV): -5750.6376
ΔE to the lowest compared entry with this formula, charge and spin (eV): 0.779
Kohn-Sham gap (eV): 11.927
Structure (SMILES): CCCC#N
E_LUMO (eV): 0.84
Multiplicity: 1

CARTESIAN COORDINATES (ANGSTROEM)
C1 0.14386 0.38779 1.40974
C2 -0.72101 0.43021 0.08186
C3 0.09287 -0.01066 -1.17590
C4 0.77039 -1.28585 -1.11573
N1 1.32305 -2.32657 -0.97024
H1 -0.45539 1.03858 2.04650
H2 1.18410 0.68970 1.28787
H3 0.23029 -0.65718 1.70753
H4 -1.11398 1.42146 -0.14421
H5 -1.67147 -0.06201 0.28788
H6 0.80828 0.75517 -1.47553
H7 -0.59103 -0.38065 -1.93976